Entry 1:
C9H19N5 | the ωB97M-V functional and the def2-TZVPD basis

XYZ file:
```
33
Properties=species:S:1:pos:R:3:forces:R:3:lowdin_charge:R:1
C 3.19078 -1.87279 -0.63444 1.448 -0.404 -1.212 -0.096
C 1.29474 -1.36401 0.87718 -0.912 0.838 -1.675 -0.344
C -3.20444 -0.91026 0.11331 -2.490 -2.324 0.443 -0.085
C -2.72563 -0.81155 -1.25998 -0.852 -0.074 -0.313 -0.040
C -1.79239 -1.22718 -0.14440 0.312 0.466 0.370 -0.216
C -0.74631 -0.29985 0.16710 2.056 2.913 -0.856 -0.181
C -0.37397 3.04926 1.25683 1.604 0.629 1.967 -0.039
C 0.34923 2.77312 -1.09048 -0.176 -2.360 -2.045 -0.039
C 0.17435 2.08932 0.21244 -0.754 -1.574 1.948 -0.396
N 2.60963 -1.94688 -1.78838 -1.699 -0.375 -0.064 0.235
N 2.67195 -1.61493 0.53346 -1.701 -0.222 0.968 0.183
N 0.58115 -0.69473 0.04014 0.396 -0.789 0.340 0.183
N 0.87629 -1.84762 2.03844 1.217 0.499 -0.861 0.260
N -0.87806 1.03701 0.22678 -0.608 -2.733 -0.750 0.149
H 4.24712 -2.12872 -0.68302 0.182 0.680 0.484 0.183
H -3.40335 -0.10414 0.75609 -0.503 1.101 0.439 0.103
H -3.88413 -1.83014 0.25265 1.239 1.697 0.272 0.169
H -3.07168 -1.64873 -1.84264 0.175 0.211 -0.567 0.128
H -2.65413 0.15778 -1.71425 0.420 0.107 -0.289 0.122
H -1.57165 -2.24112 -0.06408 0.856 -1.473 -0.105 0.133
H -1.24662 2.79443 1.86968 0.513 -1.088 0.138 0.089
H 0.49059 3.29142 1.96360 -1.475 0.363 -0.917 0.126
H -0.82512 3.88317 0.77405 0.507 1.297 -0.526 0.078
H 0.95151 3.61552 -0.89514 0.474 1.268 -0.169 0.086
H -0.59992 2.97437 -1.62882 0.512 0.362 0.601 0.113
H 0.91540 2.07334 -1.75729 -0.306 0.737 0.267 0.099
H 1.09619 1.52106 0.50199 -0.694 1.049 0.004 0.144
H 3.09609 -1.90033 -2.66002 0.824 -0.350 -0.224 0.150
H 3.21600 -1.83683 1.33612 0.923 -0.088 0.459 0.167
H 1.64420 -2.24354 -1.89284 -0.196 0.852 0.213 0.150
H 1.45660 -2.18528 2.74448 1.031 -0.732 1.170 0.121
H -0.07419 -1.98713 2.12867 -2.214 -0.128 0.608 0.109
H -1.81019 1.43597 0.26279 -0.109 -0.354 -0.116 0.158
```
Positions in Å, forces in eV/Å.

SMILES string	CC(C)\[NH+]=C(/N=C(N)/[NH+]=C\N)C1CC1
E	-627.48559	Ha
charge	+2
HOMO level	-17.054	eV
orbital gap	9.64	eV
ΔE to the lowest compared entry with this formula, charge and spin	0.0	kcal per mole

---

Entry 2:
C42H50MnN6O4PSeSi | the ωB97M-V functional and the def2-TZVPD basis

XYZ file:
```
106
Properties=species:S:1:pos:R:3:forces:R:3:lowdin_charge:R:1
Mn 0.16057 0.26729 -0.30654 0.092 -0.279 -1.870 0.855
C 1.25249 4.67058 0.53399 -0.008 0.059 -0.153 -0.057
C 0.34495 4.86534 1.74282 0.034 -0.127 0.135 -0.377
C 1.05461 4.50275 3.04506 -0.045 0.107 0.014 -0.054
C -1.00260 4.14307 1.60844 0.033 -0.322 -0.063 -0.264
C -1.95960 4.57764 2.71788 -0.099 0.091 -0.005 -0.097
O -2.20034 3.38630 3.46308 -0.111 0.018 0.045 -0.035
C -1.57769 2.36598 2.80546 -0.026 -0.043 -0.129 -0.314
N -0.94444 2.65546 1.74487 0.169 0.078 0.188 0.189
C -1.77009 1.07423 3.53404 0.037 -0.431 -0.134 -0.082
C -2.21503 1.24974 4.85336 0.097 0.063 -0.081 -0.012
C -2.49185 0.19268 5.69158 -0.054 -0.005 0.129 -0.057
C -2.34100 -1.09700 5.22862 -0.039 -0.137 0.116 -0.058
C -1.89629 -1.30210 3.94112 0.173 0.019 -0.187 -0.097
C -1.58733 -0.25478 3.06489 0.085 0.455 0.217 -0.224
P -1.13433 -0.90367 1.38433 -0.489 0.309 0.533 1.110
C -0.09193 -2.33644 1.78789 -0.012 0.001 -0.061 -0.358
C -0.23767 -3.55838 1.13958 -0.079 -0.005 0.086 -0.123
C 0.59938 -4.61927 1.45532 0.011 0.004 0.033 -0.072
C 1.60090 -4.45707 2.39951 -0.032 0.000 -0.009 -0.062
C 1.77452 -3.22736 3.02263 0.005 -0.001 -0.017 -0.053
C 0.93146 -2.17298 2.72235 -0.003 0.042 0.007 -0.106
C -2.78130 -1.51210 0.89428 0.074 0.016 -0.256 -0.340
C -3.31892 -2.73559 1.28785 0.007 -0.023 0.003 -0.102
C -4.59811 -3.09359 0.89043 0.003 -0.012 0.001 -0.072
C -5.35387 -2.23578 0.10310 0.004 0.009 0.005 -0.073
C -4.83369 -1.00654 -0.27273 -0.004 -0.016 0.014 -0.062
C -3.55458 -0.64707 0.12353 -0.015 0.011 0.053 -0.092
H 2.29618 4.81095 0.80825 0.082 0.045 -0.007 0.077
H 1.02133 5.37787 -0.26502 -0.052 -0.023 0.004 0.078
H 1.15526 3.67347 0.11881 0.016 -0.310 -0.011 0.060
H 0.07167 5.92682 1.79000 0.029 0.000 0.041 0.137
H 1.41001 3.47795 3.02465 0.087 -0.245 -0.045 0.063
H 0.40751 4.61245 3.91917 0.027 -0.003 -0.014 0.076
H 1.91805 5.15212 3.19296 0.009 -0.013 0.008 0.085
H -1.41401 4.35584 0.63160 -0.020 0.117 -0.228 0.101
H -2.90979 4.96866 2.35237 -0.040 -0.078 0.003 0.129
H -1.51246 5.30529 3.39351 -0.043 0.080 -0.035 0.119
H -2.33853 2.25622 5.22151 -0.014 -0.089 -0.007 0.119
H -2.83288 0.38102 6.70075 0.014 0.013 0.008 0.111
H -2.56226 -1.94546 5.86256 0.003 -0.009 -0.002 0.112
H -1.76725 -2.32267 3.60669 -0.006 0.028 0.009 0.098
H -0.99454 -3.68727 0.37794 -0.024 -0.012 0.021 0.085
H 0.47366 -5.56824 0.95014 0.001 0.005 -0.003 0.110
H 2.25079 -5.28648 2.64684 0.015 0.008 -0.016 0.106
H 2.57115 -3.08209 3.74015 -0.003 0.017 -0.004 0.109
H 1.07959 -1.22074 3.21594 -0.024 -0.051 0.040 0.066
H -2.74767 -3.42370 1.89613 0.017 0.010 -0.003 0.099
H -5.00215 -4.05068 1.19413 -0.003 0.002 0.000 0.107
H -6.34840 -2.52461 -0.21143 0.003 -0.002 -0.001 0.105
H -5.41487 -0.32807 -0.88375 0.004 0.006 0.008 0.110
H -3.15690 0.31657 -0.16625 0.010 0.026 -0.024 0.089
C -2.13762 3.80296 -1.89960 0.020 0.002 0.090 -0.025
C -2.33580 2.38581 -2.34282 0.087 0.089 0.047 -0.323
C -3.25339 2.13035 -3.34648 -0.015 -0.039 0.017 -0.047
C -3.41250 0.82318 -3.78562 0.030 0.018 0.004 -0.057
C -2.63557 -0.16747 -3.24198 0.006 -0.031 -0.008 -0.050
C -1.69636 0.16306 -2.24487 0.003 -0.020 0.075 -0.459
N -1.59400 1.42033 -1.77512 -0.034 -0.150 0.139 0.115
N -0.84642 -0.74490 -1.66204 -0.089 -0.154 0.212 -0.147
Si -0.56947 -2.29495 -2.46866 -0.018 -0.078 -0.062 0.439
C -0.10243 -1.97727 -4.25462 -0.045 0.042 -0.039 -0.152
C -2.10010 -3.38934 -2.35779 -0.070 0.064 -0.026 -0.155
C 0.81611 -3.33652 -1.76451 0.120 0.114 0.070 -0.157
H -2.57248 4.48311 -2.63013 0.012 0.014 0.006 0.079
H -1.07604 4.02209 -1.80972 0.086 -0.016 0.096 0.075
H -2.62892 3.99144 -0.94301 0.041 -0.064 0.012 0.070
H -3.82788 2.94093 -3.77147 0.024 0.009 -0.009 0.105
H -4.13101 0.58668 -4.56102 -0.010 -0.014 0.016 0.111
H -2.74629 -1.18599 -3.57008 -0.005 0.010 -0.029 0.067
H -0.86440 -1.46005 -4.83581 0.017 -0.001 -0.022 0.024
H 0.11537 -2.92903 -4.74700 0.016 0.011 0.002 0.039
H 0.80548 -1.36727 -4.28810 0.013 -0.028 0.003 0.028
H -2.95592 -3.04981 -2.94092 -0.005 -0.029 0.016 0.022
H -2.44019 -3.47313 -1.32174 -0.004 -0.018 -0.004 0.011
H -1.84143 -4.39166 -2.71019 0.008 0.004 0.017 0.037
H 1.65484 -3.34508 -2.46442 0.004 0.015 -0.003 0.031
H 0.46477 -4.36566 -1.65717 0.005 0.007 -0.023 0.039
H 1.20765 -3.00476 -0.80872 0.023 -0.018 -0.052 0.000
Se 3.43797 0.58446 3.16130 0.078 0.036 0.068 0.590
C 2.21073 0.65716 1.90566 -0.034 0.178 -0.034 -0.923
N 1.39170 0.70991 1.07217 0.100 0.453 0.759 -0.057
C 4.83107 -2.79409 -1.44515 -0.010 0.037 -0.018 -0.084
C 4.44443 -1.79549 -2.53261 -0.075 -0.020 0.048 -0.157
C 4.02335 -0.38040 -2.06224 -0.034 0.026 -0.019 -0.283
C 5.03784 0.19379 -1.04759 0.023 -0.064 0.005 -0.158
C 4.75129 1.62709 -0.62987 0.075 0.088 -0.076 -0.068
C 4.04874 0.50666 -3.29875 -0.024 0.022 0.004 -0.419
O 5.02819 0.60720 -4.00387 -0.007 0.024 0.000 0.098
N 2.89962 1.19976 -3.59065 0.012 -0.093 0.032 0.214
C 1.73598 1.28254 -2.81871 0.122 0.150 0.039 -0.525
O 0.85845 2.04697 -3.15750 0.020 -0.009 0.004 0.073
N 1.67939 0.48091 -1.71188 -0.174 0.042 0.350 0.087
C 2.66141 -0.40411 -1.38159 0.014 0.006 -0.105 -0.442
O 2.44251 -1.19975 -0.47469 -0.097 0.003 -0.010 0.009
H 4.97217 -3.77808 -1.89544 0.028 0.008 -0.007 0.075
H 4.06405 -2.87291 -0.67853 -0.007 -0.013 0.004 0.064
H 5.77071 -2.51513 -0.96723 -0.010 -0.002 0.013 0.074
H 3.62780 -2.20714 -3.13428 -0.004 -0.001 -0.022 0.111
H 5.28727 -1.64509 -3.20763 -0.008 -0.024 -0.028 0.116
H 6.02581 0.12319 -1.50726 0.004 -0.029 0.005 0.130
H 5.01992 -0.44836 -0.16644 0.019 -0.023 -0.010 0.115
H 4.77168 2.30917 -1.48393 0.006 -0.003 0.012 0.083
H 5.49978 1.96737 0.08541 -0.018 0.003 0.002 0.080
H 3.77970 1.70893 -0.14803 -0.121 0.051 0.069 0.051
H 2.92074 1.80190 -4.40141 0.005 0.013 0.018 0.164
```
Positions in Å, forces in eV/Å.

E	-6443.42481	Ha
spin multiplicity	5
HOMO level (spin up / spin down)	-7.892 / -7.849	eV
orbital gap (spin up / spin down)	6.74 / 7.64	eV
ΔE to the lowest compared entry with this formula, charge and spin	15.4	kcal per mole

---

Entry 3:
C11H13N2O5ReSSe | the ωB97M-V functional and the def2-TZVPD basis

XYZ file:
```
34
Properties=species:S:1:pos:R:3:forces:R:3:lowdin_charge:R:1
Re -0.25458 0.97411 0.16373 -0.556 1.392 -2.402 0.890
O -0.26928 -1.42609 -1.50507 -0.083 -0.631 -0.545 -0.199
C -1.06718 -2.28789 -0.71807 -0.179 -0.026 -0.127 -0.257
C -2.48018 -1.70079 -0.74107 0.622 -0.307 -0.186 -0.166
N -2.55758 -0.44589 -0.00027 0.275 0.390 0.012 -0.206
C -3.37488 0.56701 -0.65707 -0.077 0.618 0.223 -0.114
C -3.13708 1.96111 0.00593 -1.416 -1.010 -0.481 -0.667
O -4.08738 2.70521 0.16573 -0.008 0.112 -0.075 0.041
O -1.93638 2.21311 0.32503 1.762 0.130 0.746 -0.238
C -2.95038 -0.64589 1.39093 0.439 -0.047 0.592 -0.082
C -1.73548 -0.66479 2.37283 -1.677 -0.938 0.011 -0.652
O -1.82518 -1.31989 3.39663 -0.014 0.072 0.001 0.040
O -0.75158 0.04871 2.02523 1.084 1.115 -0.798 -0.315
H 0.66202 -1.67579 -1.44167 -0.138 0.154 0.219 0.048
H -0.69198 -2.35439 0.31433 -0.043 -0.006 -0.108 0.107
H -1.08118 -3.29569 -1.16137 -0.096 0.056 0.206 0.116
H -3.19028 -2.43989 -0.34207 0.032 0.118 -0.077 0.122
H -2.72258 -1.51049 -1.79067 -0.025 -0.016 0.114 0.124
H -4.44918 0.33551 -0.61367 0.158 0.065 -0.018 0.129
H -3.06108 0.66661 -1.70007 -0.017 -0.111 0.039 0.124
H -3.51178 -1.57959 1.53273 0.054 0.228 -0.034 0.123
H -3.57268 0.19241 1.72893 0.047 -0.149 -0.103 0.137
S 0.43352 1.80571 -1.75907 -0.781 -1.071 2.559 0.055
Se 1.70342 -0.28919 0.85123 0.885 -0.315 0.297 0.704
C 3.34662 0.46451 0.20833 -0.381 0.136 -0.071 -0.614
C 4.46242 -0.34629 0.01403 -0.317 0.047 0.094 -0.129
C 5.64872 0.24851 -0.36787 0.069 -0.215 0.054 -0.181
N 5.79522 1.55231 -0.54237 0.484 0.228 -0.212 0.032
C 4.72682 2.31651 -0.36787 -0.095 0.126 0.030 -0.164
C 3.48472 1.83171 -0.00497 -0.099 -0.093 0.020 -0.146
H 4.39062 -1.41409 0.16143 0.062 -0.088 -0.001 0.089
H 6.53772 -0.34749 -0.53817 0.019 -0.122 0.019 0.095
H 4.88592 3.37651 -0.51947 -0.096 0.117 -0.018 0.099
H 2.63012 2.48451 0.11383 0.106 0.043 0.020 0.055
```
Positions in Å, forces in eV/Å.

E	-3790.66622	Ha
charge	-1
spin multiplicity	2
HOMO level (spin up / spin down)	-4.646 / -4.652	eV
orbital gap (spin up / spin down)	6.47 / 6.78	eV

---

| no. | F_max (eV/A) |
| --- | --- |
| 1 | 3.67 |
| 2 | 1.89 |
| 3 | 2.88 |